C11H44N6O11 | ωB97M-V/def2-TZVPD

Its net charge is 0. As for the energy relative to the best compared isomer or geometry (same formula, charge and spin): 33.2 kJ/mol. As for the energy: -1601.6932 Eh. The calculation puts the HOMO energy at -9.80 eV. The value obtained for the HOMO-LUMO gap is 10.32 eV. Its SMILES is NC(N)=O.NC(N)=O.NC(N)=O.CO.CO.CO.CO.CO.CO.CO.CO.

Structure (XYZ):
```
72
Properties=species:S:1:pos:R:3:forces:R:3:mulliken_charge:R:1
O 9.2718 8.8416 6.4878 0.190 -0.370 1.640 -0.52
O 10.7215 5.4061 10.7122 -1.895 -0.182 -0.229 -0.57
O 11.7266 10.9333 8.6386 0.222 -0.468 -0.247 -0.48
O 8.9492 10.6496 8.7188 -0.712 -1.473 0.106 -0.92
O 11.9410 13.9158 11.8878 -1.391 -0.794 2.168 -0.65
O 7.7473 7.7998 12.5097 0.498 -0.012 0.062 -0.73
O 10.3330 13.0875 14.4228 -0.324 -0.577 -0.634 -0.70
O 5.8659 9.8034 13.4710 0.920 -0.110 -0.077 -0.45
O 11.4730 10.4416 14.1349 -0.368 1.319 -0.488 -0.66
O 9.1298 13.4368 11.2029 0.295 -0.103 0.120 -0.52
O 7.6637 5.8410 10.7816 -0.467 -0.709 0.675 -0.46
N 8.3217 10.6366 10.8532 -0.052 1.392 0.012 0.26
N 9.9428 7.2274 13.0339 0.326 1.042 0.415 -0.28
N 8.0099 8.7168 9.6391 0.072 -0.914 -0.997 -0.30
N 8.8547 8.9576 14.1086 2.538 0.172 -0.607 -0.50
N 12.9871 15.5073 10.7195 2.306 3.591 1.150 -0.50
N 12.4283 13.5448 9.7128 -1.776 -1.726 0.882 -0.14
C 8.4057 10.0129 9.6565 0.831 0.069 1.417 0.85
C 9.0627 12.4110 14.3722 0.233 -1.034 0.661 0.01
C 11.2100 5.5893 9.4071 1.151 0.948 -0.787 -0.59
C 8.8221 7.9949 13.1267 -0.004 -0.423 0.806 0.63
C 11.7203 10.7655 12.7488 -0.425 -1.277 0.139 -0.51
C 12.4798 10.2462 7.6210 -1.245 1.519 -0.888 -0.66
C 6.9828 4.6117 11.0924 -1.609 0.362 -1.069 -0.76
C 9.1506 9.7602 5.4448 -2.030 -0.339 0.006 -0.71
C 4.7240 10.4330 12.8933 -0.528 -2.834 0.012 -0.67
C 8.8342 14.0736 9.9694 -0.140 -0.644 -0.380 -0.76
C 12.4285 14.2935 10.8610 1.145 -0.105 -2.588 0.65
H 9.0456 11.6778 13.5495 -0.148 0.494 -0.009 -0.39
H 7.7467 8.1202 10.4148 -0.027 1.058 0.548 0.23
H 12.9818 13.6284 8.8997 0.666 0.725 -0.427 0.18
H 9.0959 9.2560 7.3644 0.238 0.371 -1.030 0.35
H 6.1629 8.9749 13.0049 -0.658 1.072 0.357 0.24
H 5.9769 4.8194 11.5400 0.856 -0.103 -0.122 0.30
H 3.8615 9.7471 13.0772 0.206 0.765 -0.081 0.26
H 9.7442 5.4180 10.5819 0.491 -0.203 0.633 0.29
H 8.4302 8.1074 8.9651 -0.021 0.174 -0.800 0.25
H 8.8674 11.7847 15.2906 0.609 0.911 -0.606 0.33
H 10.0234 13.7128 11.4534 0.144 -0.191 0.053 0.25
H 9.7818 9.4865 14.2142 -1.373 -0.983 -0.035 0.30
H 11.8928 12.6508 9.7016 0.713 0.950 0.148 0.19
H 10.9384 11.3174 12.2565 -0.461 0.548 0.163 0.09
H 12.2890 9.2009 7.6608 0.414 -1.084 0.425 0.24
H 8.2657 13.1278 14.2958 -0.448 0.224 -0.260 0.40
H 13.3966 16.1051 11.5262 -1.510 -2.035 -1.661 0.27
H 11.9927 6.3549 9.4918 0.049 -0.210 -0.322 0.22
H 8.5781 11.6176 10.7679 0.001 -0.110 0.451 -0.04
H 8.3823 10.5468 5.6346 0.480 -0.574 -0.175 0.24
H 9.4137 13.6685 9.1210 -0.059 0.036 0.367 0.21
H 13.5226 10.5506 7.7656 -0.247 -0.404 -0.294 0.30
H 11.6539 4.6912 8.9681 -0.076 -0.115 0.261 0.28
H 12.6548 11.2219 12.5962 1.147 1.134 0.173 0.44
H 11.2646 11.3329 14.5329 0.283 -0.966 -0.232 0.36
H 7.8805 10.3835 11.7273 -0.195 -0.620 -0.555 -0.01
H 4.8279 10.4947 11.8338 0.119 0.324 -0.945 0.28
H 10.8360 10.5421 8.6938 0.000 0.379 -0.167 0.23
H 7.4725 6.4391 11.5541 0.658 -0.223 -0.601 0.37
H 9.0371 15.1277 10.0642 -0.255 0.538 -0.192 0.37
H 4.5160 11.3928 13.2952 0.228 0.741 0.651 0.28
H 7.7826 13.8473 9.7722 0.101 0.420 -0.069 0.29
H 10.1315 6.5935 12.2681 -0.123 0.091 -0.112 0.24
H 13.3627 15.8331 9.8315 -0.328 -0.558 0.305 0.16
H 12.0830 10.5020 6.5800 0.767 0.179 1.174 0.18
H 6.7492 4.0284 10.1765 0.394 0.594 0.252 0.25
H 10.5423 13.3271 13.4924 0.114 0.012 0.877 0.30
H 8.1021 9.5678 13.9443 -1.272 1.013 0.301 0.24
H 7.5366 3.9557 11.7271 0.571 -0.244 0.676 0.30
H 11.8123 9.8716 12.1540 -0.215 -0.847 0.145 0.35
H 10.4853 5.9774 8.6718 -0.090 -0.161 0.482 0.23
H 10.7620 7.6141 13.5279 -0.726 -0.578 -0.512 0.26
H 10.0457 10.2028 5.1396 1.789 1.015 0.003 0.26
H 8.8828 9.1392 4.6021 -0.569 0.120 -0.514 0.30
```
Forces are in eV/Å.